No. 1
{
  "formula": "C32H51AgN4SbSi3",
  "method": "ωB97M-V with the def2-TZVPD basis set",
  "elements": ["Ag", "C", "Sb", "C", "C", "C", "C", "C", "C", "N", "Si", "C", "C", "C", "C", "C", "C", "C", "C", "C", "N", "Si", "C", "C", "C", "Si", "C", "C", "C", "H", "H", "H", "H", "H", "H", "H", "H", "H", "H", "H", "H", "H", "H", "H", "H", "H", "H", "H", "H", "H", "H", "H", "H", "H", "H", "H", "H", "H", "H", "H", "H", "H", "H", "H", "H", "H", "H", "C", "C", "C", "C", "C", "C", "C", "H", "H", "H", "H", "H", "H", "H", "C", "N", "C", "C", "N", "H", "H", "H", "H", "H", "H"],
  "xyz": [[1.083, -0.880, 0.303], [-2.223, 0.060, -3.397], [-1.450, -0.441, -1.390], [0.513, -1.127, -1.963], [1.325, -0.242, -2.784], [1.196, -0.145, -4.183], [2.076, 0.626, -4.906], [3.071, 1.323, -4.232], [3.120, 1.188, -2.854], [2.295, 0.436, -2.156], [0.446, -2.873, -2.610], [2.278, -3.427, -2.782], [-0.341, -3.373, -4.311], [-0.414, -4.043, -1.372], [-1.595, 1.780, -0.577], [-0.469, 1.955, 0.366], [-0.545, 2.682, 1.561], [0.596, 2.922, 2.298], [1.814, 2.439, 1.831], [1.807, 1.715, 0.656], [0.705, 1.466, -0.044], [-1.328, 3.202, -1.832], [-1.006, 4.839, -0.869], [-2.833, 3.566, -2.959], [0.203, 3.053, -2.950], [-3.312, 1.778, 0.259], [-3.302, 0.720, 1.854], [-4.037, 3.501, 0.722], [-4.684, 1.017, -0.838], [-2.250, -0.857, -3.978], [-1.579, 0.775, -3.892], [-3.230, 0.455, -3.338], [0.415, -0.701, -4.679], [1.995, 0.687, -5.987], [3.786, 1.934, -4.765], [3.885, 1.711, -2.283], [2.793, -2.811, -3.512], [2.379, -4.465, -3.086], [2.786, -3.299, -1.831], [0.271, -3.021, -5.136], [-1.336, -2.954, -4.432], [-0.427, -4.452, -4.406], [0.014, -3.911, -0.385], [-0.290, -5.082, -1.659], [-1.477, -3.835, -1.308], [-1.486, 3.099, 1.884], [0.554, 3.507, 3.208], [2.738, 2.634, 2.355], [2.723, 1.354, 0.206], [-1.799, 5.074, -0.168], [-0.902, 5.684, -1.545], [-0.085, 4.759, -0.300], [-3.700, 3.889, -2.395], [-3.119, 2.697, -3.537], [-2.584, 4.354, -3.662], [1.072, 2.796, -2.357], [0.406, 3.991, -3.459], [0.089, 2.285, -3.705], [-2.432, 0.934, 2.468], [-3.270, -0.338, 1.607], [-4.188, 0.901, 2.458], [-3.549, 3.938, 1.586], [-5.095, 3.413, 0.952], [-3.938, 4.200, -0.100], [-4.453, -0.013, -1.095], [-4.816, 1.575, -1.758], [-5.633, 1.024, -0.311], [-0.345, -1.850, 2.053], [0.111, -2.558, 3.212], [0.056, -2.013, 4.516], [0.473, -2.717, 5.626], [0.987, -4.002, 5.502], [1.051, -4.567, 4.230], [0.630, -3.871, 3.125], [-1.016, -1.028, 2.319], [-0.846, -2.525, 1.348], [-0.356, -1.017, 4.646], [0.401, -2.271, 6.613], [1.309, -4.557, 6.373], [1.435, -5.575, 4.114], [0.689, -4.330, 2.147], [2.714, -0.082, 4.606], [3.499, -1.029, 3.836], [3.954, -2.194, 4.571], [3.218, -1.191, 2.566], [3.013, -1.283, 1.428], [3.381, 0.476, 5.272], [1.958, -0.604, 5.199], [2.212, 0.608, 3.932], [4.609, -1.867, 5.380], [4.502, -2.852, 3.901], [3.106, -2.746, 4.989]],
  "e_above_lowest_kj_mol": 87.0,
  "homo_lumo_gap_ev": 5.75,
  "total_charge": -1
}


No. 2
{
  "formula": "C7H7BrO",
  "method": "ωB97M-V with the def2-TZVPD basis set",
  "elements": ["C", "C", "C", "O", "C", "C", "C", "C", "H", "H", "H", "H", "H", "H", "Br", "H"],
  "xyz": [[-0.330, 2.727, 0.422], [0.006, 1.473, 0.339], [0.178, 0.178, 0.256], [-0.958, -0.535, 0.622], [-0.681, -1.852, 0.292], [0.527, -2.086, -0.169], [1.204, -0.796, -0.223], [2.500, -0.602, -0.376], [-0.264, 3.454, 1.227], [-0.858, 3.192, -0.262], [-1.574, -2.481, 0.421], [1.118, -3.034, -0.395], [2.944, 0.323, -0.458], [3.136, -1.486, -0.754], [-3.113, 1.023, -1.001], [-3.837, 0.503, 0.059]],
  "e_above_lowest_kj_mol": 238.2,
  "smiles": "C=C=c1occc1=C.Br",
  "homo_lumo_gap_ev": 8.53,
  "total_charge": 0
}


No. 3
{
  "formula": "C42H32F10N6O3S3V",
  "method": "ωB97M-V with the def2-TZVPD basis set",
  "elements": ["V", "C", "N", "C", "C", "N", "C", "C", "F", "C", "F", "C", "F", "C", "F", "C", "F", "C", "C", "N", "C", "C", "F", "C", "F", "C", "F", "C", "F", "C", "F", "H", "H", "H", "H", "H", "H", "H", "H", "H", "H", "H", "O", "C", "C", "O", "O", "C", "C", "C", "C", "C", "C", "C", "C", "C", "C", "C", "C", "H", "H", "H", "H", "H", "H", "H", "H", "H", "H", "H", "C", "C", "C", "N", "H", "H", "H", "H", "H", "S", "C", "S", "C", "N", "N", "C", "C", "C", "C", "C", "C", "S", "H", "H", "H", "H", "H"],
  "xyz": [[1.531, 0.862, 0.769], [2.310, -1.898, 2.246], [1.552, -0.667, 2.472], [2.130, 0.105, 3.602], [3.075, 1.187, 3.108], [2.409, 2.005, 2.078], [2.785, 3.301, 1.921], [2.992, 3.796, 0.491], [4.056, 3.010, -0.055], [3.500, 5.192, 0.425], [3.824, 5.646, -0.810], [3.702, 5.975, 1.492], [4.162, 7.240, 1.371], [3.448, 5.479, 2.796], [3.619, 6.307, 3.853], [3.012, 4.183, 2.971], [2.755, 3.807, 4.252], [0.110, -0.972, 2.656], [-0.708, 0.298, 2.567], [-0.387, 0.937, 1.286], [-1.353, 1.776, 0.760], [-2.069, 2.712, 1.492], [-1.807, 2.890, 2.806], [-3.017, 3.556, 0.929], [-3.651, 4.464, 1.699], [-3.283, 3.497, -0.418], [-4.190, 4.318, -0.984], [-2.608, 2.558, -1.179], [-2.888, 2.443, -2.490], [-1.686, 1.715, -0.597], [-1.189, 0.751, -1.385], [2.220, -2.570, 3.110], [3.360, -1.664, 2.078], [1.924, -2.407, 1.362], [2.663, -0.572, 4.280], [1.316, 0.562, 4.163], [3.943, 0.715, 2.631], [3.447, 1.769, 3.950], [-0.061, -1.496, 3.607], [-0.187, -1.629, 1.837], [-0.495, 0.945, 3.426], [-1.772, 0.044, 2.621], [1.196, -0.791, -0.741], [2.355, -1.214, -1.470], [3.549, -0.840, -0.541], [4.601, -1.448, -0.623], [3.278, 0.136, 0.239], [2.281, -2.716, -1.731], [1.189, -3.453, -1.289], [1.115, -4.824, -1.524], [2.136, -5.474, -2.197], [3.231, -4.738, -2.642], [3.303, -3.374, -2.414], [2.502, -0.432, -2.780], [1.390, 0.093, -3.432], [1.525, 0.769, -4.636], [2.777, 0.938, -5.206], [3.892, 0.429, -4.555], [3.757, -0.249, -3.352], [0.398, -0.770, -1.283], [0.371, -2.973, -0.766], [0.248, -5.371, -1.176], [2.081, -6.541, -2.379], [4.040, -5.232, -3.168], [4.167, -2.822, -2.757], [0.397, 0.007, -3.018], [0.644, 1.181, -5.114], [2.884, 1.476, -6.140], [4.880, 0.571, -4.977], [4.638, -0.606, -2.829], [1.437, 4.343, -2.769], [1.163, 4.603, -1.290], [1.735, 3.490, -0.413], [1.270, 2.332, -0.437], [0.873, 5.026, -3.411], [1.150, 3.318, -3.010], [2.500, 4.457, -2.998], [0.083, 4.609, -1.118], [1.545, 5.583, -1.002], [-5.020, -6.738, 1.485], [-4.575, -5.216, 0.912], [-2.949, -4.809, 0.552], [-3.356, -3.154, 0.150], [-4.640, -2.938, 0.274], [-5.299, -4.105, 0.686], [-6.701, -3.937, 0.888], [-7.177, -2.670, 1.216], [-8.536, -2.471, 1.402], [-9.434, -3.522, 1.258], [-8.950, -4.775, 0.917], [-7.590, -4.990, 0.727], [-2.128, -2.069, -0.326], [-6.473, -1.856, 1.308], [-8.891, -1.481, 1.659], [-10.495, -3.362, 1.403], [-9.633, -5.606, 0.788], [-7.221, -5.968, 0.462]],
  "multiplicity": 4,
  "e_above_lowest_kj_mol": 21.0,
  "homo_lumo_gap_ev": [6.06, 6.76],
  "total_charge": -2
}


No. 4
{
  "formula": "C7H12NiO3",
  "method": "ωB97M-V with the def2-TZVPD basis set",
  "elements": ["O", "C", "O", "Ni", "O", "C", "C", "H", "H", "H", "H", "H", "C", "H", "H", "C", "H", "C", "C", "H", "H", "H", "H"],
  "xyz": [[-0.038, -1.525, 1.187], [0.690, -0.470, 0.876], [0.175, 0.651, 0.758], [0.127, 2.437, 0.644], [1.899, -0.793, 0.656], [2.897, 0.211, 0.293], [4.196, -0.507, 0.049], [2.968, 0.916, 1.130], [2.537, 0.720, -0.609], [4.523, -1.045, 0.947], [4.956, 0.242, -0.205], [4.104, -1.210, -0.787], [-1.413, -1.361, 1.367], [-1.921, -2.356, 1.254], [-1.682, -1.052, 2.404], [-2.115, -0.560, 0.455], [-3.134, 0.041, 0.507], [-2.703, 0.510, -2.116], [-3.556, 1.329, -1.450], [-1.627, 0.722, -2.140], [-3.068, -0.382, -2.630], [-3.179, 2.246, -0.992], [-4.634, 1.235, -1.600]],
  "multiplicity": 4,
  "e_above_lowest_kj_mol": 0.0,
  "homo_lumo_gap_ev": [5.70, 3.91],
  "total_charge": 3
}


No. 5
{
  "formula": "C6H8N2",
  "method": "ωB97M-V with the def2-TZVPD basis set",
  "elements": ["C", "C", "C", "C", "C", "C", "H", "H", "H", "H", "H", "H", "H", "H", "N", "N"],
  "xyz": [[-1.083, 1.198, 0.479], [-1.161, -1.374, 0.084], [0.070, -0.976, 0.466], [0.989, -0.420, -0.362], [2.472, -0.270, -0.136], [3.613, 0.187, -0.245], [-0.480, -0.023, 1.281], [-2.369, 1.860, 1.351], [-0.174, 2.040, 0.031], [-2.464, 1.130, -1.205], [-1.205, -2.525, -0.081], [0.256, -1.495, 1.468], [0.781, 0.205, -1.328], [4.652, 0.588, -0.574], [-1.825, 0.617, -0.517], [-2.072, -0.740, -0.712]],
  "e_above_lowest_kj_mol": 1151.2,
  "homo_lumo_gap_ev": 7.45,
  "total_charge": 0
}


No. 6
{
  "formula": "C45H58AsBrF6N2OP2RuSi2",
  "method": "ωB97M-V with the def2-TZVPD basis set",
  "elements": ["Ru", "C", "Si", "C", "C", "N", "P", "C", "P", "N", "Si", "C", "C", "C", "C", "C", "C", "C", "C", "C", "C", "C", "C", "C", "C", "C", "C", "C", "C", "C", "C", "C", "C", "C", "C", "C", "C", "C", "H", "H", "H", "H", "H", "H", "H", "H", "H", "H", "H", "H", "H", "H", "H", "H", "H", "H", "H", "H", "H", "H", "H", "H", "H", "H", "H", "H", "H", "H", "H", "H", "H", "H", "H", "H", "H", "H", "C", "C", "C", "C", "C", "C", "C", "Br", "C", "O", "C", "C", "C", "C", "C", "C", "H", "H", "H", "H", "H", "H", "H", "H", "H", "H", "H", "H", "H", "H", "H", "H", "H", "H", "H", "H", "F", "As", "F", "F", "F", "F", "F"],
  "xyz": [[-0.479, -0.329, -0.423], [2.852, -3.417, 1.599], [2.274, -1.618, 1.489], [3.491, -0.712, 0.375], [2.184, -0.773, 3.174], [0.657, -1.578, 0.793], [-0.625, -2.492, 1.229], [-1.943, -1.529, 0.630], [-2.959, -0.112, 0.563], [-2.184, 0.811, -0.524], [-2.658, 2.119, -1.610], [-3.573, 3.414, -0.569], [-3.672, 1.423, -3.023], [-1.058, 2.863, -2.270], [-4.669, -0.543, 0.262], [-5.059, -1.876, 0.310], [-6.385, -2.203, 0.080], [-7.310, -1.207, -0.196], [-6.918, 0.125, -0.235], [-5.596, 0.463, -0.006], [-2.855, 0.693, 2.181], [-1.656, 1.322, 2.525], [-1.480, 1.808, 3.809], [-2.495, 1.664, 4.747], [-3.696, 1.060, 4.400], [-3.881, 0.570, 3.115], [-0.596, -4.061, 0.355], [-1.182, -5.207, 0.888], [-1.112, -6.395, 0.181], [-0.475, -6.436, -1.052], [0.082, -5.287, -1.595], [0.026, -4.097, -0.891], [-0.703, -2.849, 2.997], [-1.501, -2.077, 3.834], [-1.485, -2.296, 5.203], [-0.669, -3.283, 5.735], [0.122, -4.063, 4.901], [0.105, -3.853, 3.532], [3.783, -3.549, 1.046], [2.124, -4.113, 1.182], [3.046, -3.698, 2.636], [4.498, -1.078, 0.590], [3.492, 0.366, 0.549], [3.295, -0.891, -0.683], [3.176, -0.448, 3.499], [1.786, -1.444, 3.938], [1.536, 0.107, 3.133], [-4.580, 3.576, -0.960], [-3.052, 4.372, -0.611], [-3.650, 3.127, 0.481], [-4.407, 0.695, -2.678], [-3.023, 0.912, -3.736], [-4.193, 2.225, -3.552], [-0.419, 3.236, -1.467], [-1.289, 3.698, -2.935], [-0.497, 2.129, -2.852], [-4.323, -2.650, 0.495], [-6.692, -3.240, 0.100], [-8.342, -1.468, -0.390], [-7.639, 0.904, -0.446], [-5.281, 1.498, -0.039], [-0.880, 1.430, 1.776], [-0.557, 2.305, 4.079], [-2.349, 2.030, 5.755], [-4.489, 0.972, 5.131], [-4.813, 0.096, 2.835], [-1.695, -5.165, 1.840], [-1.559, -7.291, 0.590], [-0.425, -7.370, -1.596], [0.545, -5.313, -2.572], [0.456, -3.193, -1.300], [-2.140, -1.314, 3.414], [-2.111, -1.695, 5.849], [-0.654, -3.453, 6.804], [0.751, -4.840, 5.315], [0.706, -4.473, 2.880], [6.140, 1.198, -3.729], [5.251, 2.458, -3.773], [6.086, 3.656, -3.314], [4.783, 2.705, -5.218], [4.055, 2.210, -2.883], [3.158, 1.176, -3.214], [2.126, 0.894, -2.380], [0.924, -0.522, -2.844], [1.887, 1.584, -1.140], [0.952, 1.233, -0.367], [2.780, 2.684, -0.831], [3.811, 2.937, -1.713], [2.670, 3.604, 0.394], [4.021, 3.616, 1.133], [2.347, 5.017, -0.123], [1.603, 3.230, 1.433], [7.048, 1.380, -4.304], [5.635, 0.330, -4.154], [6.425, 0.965, -2.701], [6.925, 3.784, -3.996], [6.495, 3.498, -2.314], [5.506, 4.581, -3.321], [5.649, 2.911, -5.846], [4.111, 3.564, -5.266], [4.266, 1.841, -5.635], [3.271, 0.595, -4.119], [4.475, 3.757, -1.480], [4.839, 3.975, 0.508], [4.270, 2.613, 1.485], [3.953, 4.276, 1.998], [3.147, 5.413, -0.749], [2.212, 5.693, 0.723], [1.425, 5.013, -0.708], [1.767, 2.226, 1.825], [0.596, 3.289, 1.022], [1.670, 3.936, 2.262], [-1.729, -1.485, -2.178], [-2.803, -2.672, -3.089], [-3.801, -3.787, -3.901], [-1.354, -3.539, -3.452], [-2.566, -1.670, -4.469], [-2.936, -3.520, -1.573], [-4.145, -1.680, -2.612]],
  "multiplicity": 6,
  "e_above_lowest_kj_mol": 70.3,
  "homo_lumo_gap_ev": [8.61, 5.80],
  "total_charge": 1
}